Entry 1:
C28H19Cl80FIInNO2 as an isolated structure at a distorted geometry, computed with ωB97M-V/def2-TZVPD.

Each line ends with the Mulliken charge.
Geometry (Å):
I -4.78 -0.16 -2.09  -0.43
In -2.21 0.95 -2.44  0.83
Cl 10.46 9.53 -4.72  -0.10
Cl 6.42 -5.76 -1.55  -0.13
Cl 0.57 4.86 9.01  -0.11
Cl -3.71 5.55 9.35  -0.06
Cl 15.75 0.50 -2.91  -0.10
Cl 0.21 3.54 6.46  -0.04
Cl 4.48 -5.35 -3.64  -0.10
Cl -10.06 3.98 -7.26  -0.11
Cl 5.93 -3.11 -2.56  0.00
Cl 8.24 1.39 -0.73  -0.09
Cl 7.35 3.35 -7.65  -0.10
Cl 8.46 -0.77 -3.66  0.07
Cl -7.86 -5.69 2.42  -0.12
Cl 9.88 4.59 -7.04  -0.09
Cl 13.57 0.28 -4.79  -0.02
Cl -2.79 4.24 14.90  -0.10
Cl -9.47 0.94 -6.10  -0.03
Cl -8.05 5.98 -7.77  -0.12
Cl -0.22 -10.10 5.03  0.00
Cl 6.49 3.67 -0.91  -0.12
Cl -5.40 -12.70 0.27  -0.11
Cl 0.29 -6.40 3.30  -0.08
Cl 0.79 -12.72 5.70  -0.11
Cl -8.09 0.45 2.45  -0.14
Cl -7.42 3.70 -6.12  0.05
Cl 10.39 -1.81 -5.53  -0.12
Cl 1.50 2.15 8.63  -0.11
Cl -6.25 -1.69 3.16  -0.04
Cl -1.25 -11.49 7.33  -0.10
Cl 3.93 -4.43 -0.96  0.06
Cl -5.37 -11.06 2.64  -0.07
Cl -6.43 4.16 -2.63  -0.04
Cl 0.21 -3.11 3.24  0.17
Cl 13.64 2.48 -2.93  -0.09
Cl 10.16 8.88 -7.52  -0.11
Cl 7.89 4.23 -4.96  -0.04
Cl 0.44 -1.38 -5.77  -0.07
Cl -6.53 6.53 -4.27  -0.08
Cl -5.43 5.34 15.27  -0.11
Cl 0.77 -4.06 -4.77  -0.10
Cl -2.43 1.41 5.52  0.00
Cl -7.96 -0.27 -4.00  0.02
Cl 9.28 1.95 -6.03  -0.02
Cl -5.66 -5.76 0.57  -0.09
Cl 8.62 7.46 -5.54  -0.01
Cl 6.48 1.69 -3.01  -0.07
Cl -8.21 -1.62 -6.54  -0.11
Cl 15.54 2.37 -5.10  -0.10
Cl -7.49 -12.97 2.24  -0.11
Cl -4.42 3.99 7.04  0.01
Cl 8.03 10.23 -6.11  -0.10
Cl -7.33 6.65 -1.50  -0.12
Cl -2.06 -6.02 1.67  -0.02
Cl 1.00 -4.17 0.67  -0.02
Cl -4.54 6.29 -2.19  -0.09
Cl -7.35 -10.60 0.60  -0.09
Cl -1.81 -2.77 -4.63  -0.03
Cl -4.66 4.26 12.71  0.00
Cl 2.69 -4.59 2.97  -0.13
Cl -2.08 0.11 2.98  0.23
Cl -5.23 -4.85 3.27  0.01
Cl 5.39 1.04 -0.42  0.01
Cl -1.32 2.69 8.75  -0.04
Cl -5.25 3.11 9.65  -0.11
Cl -5.76 -0.12 0.81  0.03
Cl -3.50 6.72 13.63  -0.10
Cl 2.44 -1.96 1.83  -0.01
Cl 0.17 0.41 4.76  -0.10
Cl -1.82 -4.63 4.18  -0.03
Cl -7.81 3.36 -8.96  -0.10
Cl -5.42 1.04 3.42  -0.05
Cl -1.96 -1.42 5.44  -0.10
Cl 11.16 -1.27 -2.81  -0.09
Cl 9.39 -3.48 -3.39  -0.08
Cl -5.75 -7.63 2.77  -0.02
Cl -2.25 -7.48 4.14  -0.06
Cl -0.75 -3.60 -7.18  -0.14
Cl -10.50 -1.42 -4.79  -0.12
Cl -1.88 -12.42 4.66  -0.08
Cl -6.46 5.45 8.47  -0.10
F -3.22 2.64 0.01  -0.31
O 2.92 2.30 -2.35  -0.38
O -1.08 0.25 -0.87  -0.61
N 1.24 -0.09 -2.23  -0.08
C -1.08 3.61 -0.09  -0.75
C 8.61 3.54 -6.43  0.28
C -6.13 -5.98 2.26  0.21
C 1.86 0.57 -1.08  -0.21
C 14.62 1.41 -3.94  0.32
C -4.96 4.53 8.63  0.26
C -6.40 -0.07 2.46  0.05
C -6.40 -11.83 1.43  0.36
C -8.32 4.24 -7.52  0.28
C 9.32 9.02 -5.97  0.31
C -4.10 5.14 14.13  0.31
C -6.20 5.90 -2.65  0.28
C -2.45 3.56 -0.75  0.49
C -2.43 3.13 -2.20  -0.89
C -9.03 -0.60 -5.35  0.21
C 0.24 3.31 8.21  0.29
C -1.46 -6.13 3.32  0.16
C 6.65 1.93 -1.26  0.19
C 0.56 -1.33 -1.85  1.02
C -0.70 -1.09 -0.96  -0.29
C -1.57 0.13 4.66  0.00
C 1.58 -3.46 2.18  0.00
C 1.94 2.08 -1.32  1.02
C -0.35 -2.94 -5.58  0.26
C 2.27 2.90 -0.06  -1.38
C 5.18 -4.66 -2.18  0.14
C 9.84 -1.84 -3.84  0.24
C -0.64 -11.68 5.68  0.28
H -0.65 2.60 -0.07  -0.12
H 3.36 2.96 0.08  0.26
H -3.36 3.43 -2.69  0.19
H 0.26 -1.82 -2.78  -1.00
H -1.57 0.46 -3.97  -0.43
H -2.98 4.51 -0.61  0.02
H 1.89 3.92 -0.16  0.36
H -0.41 4.28 -0.66  0.29
H 1.23 0.40 -0.20  0.01
H -0.49 -1.48 0.06  0.03
H 2.72 3.14 -2.77  0.26
H 1.81 2.46 0.83  0.33
H 0.94 2.36 -1.69  -0.29
H -1.51 -1.73 -1.36  0.34
H 1.25 -2.03 -1.34  0.07
H 2.87 0.16 -0.88  0.11
H -1.58 3.60 -2.73  0.37
H -1.14 3.98 0.94  0.36
H 1.97 -0.34 -2.89  0.22

- LUMO energy (eV) = 1.068
- gap between HOMO and LUMO (eV) = 6.8
- total charge = -1



Entry 2:
C28H20F10N4S5SiTa as an isolated structure, computed with ωB97M-V/def2-TZVPD.

Each line ends with the Mulliken charge.
Geometry (Å):
Ta 0.31 0.06 -0.67  1.41
S 0.44 2.45 -1.55  -0.44
S -4.12 -0.21 -2.84  0.09
S 0.04 -1.13 1.47  -0.56
S -2.07 0.53 -0.86  -0.52
S 2.09 -0.02 -2.55  -0.18
Si -1.53 -0.59 4.75  0.14
F -3.66 5.14 -2.92  -0.29
F -4.14 3.55 -5.07  -0.30
F 4.95 -0.37 -3.35  -0.31
F 6.91 1.06 0.67  -0.29
F 4.41 1.41 1.75  -0.28
F -2.52 1.44 -5.59  -0.37
F -0.42 0.93 -4.00  -0.36
F 7.13 0.16 -1.88  -0.28
F -1.59 4.61 -1.29  -0.36
F 2.22 0.86 0.29  -0.11
N -0.58 -1.50 -2.01  0.62
N -0.33 1.31 1.18  -0.37
N -1.78 -1.42 -2.66  -1.35
N 1.60 -1.96 -0.58  0.47
C 5.93 0.35 -1.36  0.16
C -1.19 1.99 -3.73  0.28
C -0.68 2.58 1.41  -0.21
C -2.85 4.11 -3.19  0.19
C 5.82 0.81 -0.05  0.65
C 0.08 -2.57 -2.26  -0.19
C 2.66 -2.19 0.19  0.02
C -1.47 1.98 3.57  -0.06
C -0.59 0.01 6.25  -1.07
C -1.78 3.83 -2.36  0.11
C -0.55 0.38 2.12  0.76
C -2.55 -0.50 -2.19  0.52
C 1.30 -2.85 -1.54  0.50
C -3.10 3.31 -4.28  0.77
C -1.04 -2.35 4.35  -1.00
C 4.56 0.99 0.49  -0.26
C 3.52 0.25 -1.59  0.99
C -2.27 2.24 -4.55  -0.11
C -3.37 -0.49 5.04  -1.06
C -4.17 -1.42 -4.17  -0.87
C 2.06 -3.97 -1.78  -0.94
C 3.49 -3.29 -0.01  -1.18
C 3.20 -4.18 -1.02  -0.49
C -1.14 0.64 3.35  0.42
C 3.47 0.71 -0.30  -0.49
C 4.80 0.08 -2.11  0.15
C -0.92 2.77 -2.61  0.62
C -1.24 2.95 2.61  -1.46
H 4.35 -3.42 0.64  0.48
H 2.83 -1.50 1.00  0.63
H -1.50 3.99 2.78  0.45
H -0.51 3.29 0.61  0.50
H -1.93 2.27 4.51  0.36
H -0.79 -0.65 7.10  0.35
H -1.56 -2.74 3.47  0.30
H -3.37 -1.22 -4.88  0.25
H 1.76 -4.66 -2.56  0.51
H -1.30 -2.98 5.20  0.37
H -3.67 0.52 5.34  0.34
H 0.49 0.01 6.07  0.34
H 0.04 -2.45 4.18  0.30
H -3.93 -0.76 4.15  0.34
H -3.66 -1.17 5.84  0.35
H -0.34 -3.28 -2.97  0.50
H -0.88 1.02 6.54  0.35
H 3.84 -5.04 -1.20  0.47
H -5.13 -1.27 -4.66  0.39
H -4.10 -2.43 -3.78  0.31

- LUMO energy (eV) = -4.971
- gap between HOMO and LUMO (eV) = 5.6
- total charge = +1



Entry 3:
C28H20N5O2S5Y as an isolated structure at a distorted geometry, computed with ωB97M-V/def2-TZVPD.

Each line ends with the Mulliken charge.
Geometry (Å):
Y 0.21 0.88 -0.87  0.93
S 4.30 2.69 -2.95  -0.02
S 1.73 -3.58 0.12  -0.33
S 1.20 -0.26 3.08  -0.32
S -2.20 0.24 0.89  1.35
S 1.71 1.17 -3.29  -0.40
O -2.12 -0.11 -0.53  -0.49
O -3.11 1.30 1.21  -0.61
N 0.55 -1.63 -1.09  -0.19
N -0.65 0.55 1.32  -0.29
N 2.20 3.32 -1.68  -1.38
N 0.95 3.13 -1.24  0.71
N -1.63 2.86 -0.98  -0.20
C -3.77 3.76 -0.43  -0.71
C 3.28 1.29 0.41  -0.97
C 4.86 -0.49 0.78  -0.93
C -3.70 -2.48 3.51  -0.55
C 0.20 -3.90 -0.63  0.92
C -2.95 2.82 -1.04  -0.06
C 2.62 2.43 -2.55  0.52
C -3.67 -1.74 2.34  -0.72
C -1.50 -2.76 -1.92  -0.33
C -0.28 -2.73 -1.23  -0.44
C 2.66 -0.95 -0.05  0.17
C -3.18 4.74 0.35  -0.24
C 4.53 0.86 0.81  -0.79
C 0.38 4.05 -0.55  -0.64
C 4.69 1.34 -4.08  -0.83
C -0.28 -0.22 2.39  0.23
C -2.59 -2.50 4.36  -0.56
C -1.05 3.89 -0.32  1.06
C 1.63 -1.92 -0.42  0.32
C -0.52 -5.09 -0.67  -0.67
C 3.92 -1.40 0.35  -0.63
C -1.80 4.81 0.40  -0.99
C -2.21 -3.94 -1.95  -0.78
C -1.39 -1.09 2.87  0.15
C -1.43 -1.82 4.05  -0.77
C -2.50 -1.06 2.04  0.42
C 2.29 0.41 -0.05  1.53
C -1.73 -5.09 -1.33  -0.48
H -0.13 -5.98 -0.20  0.41
H 4.58 0.39 -3.57  0.23
H -0.56 -1.83 4.70  0.45
H -4.59 -3.02 3.78  0.42
H -4.52 -1.70 1.68  0.49
H 4.15 -2.46 0.33  0.39
H -3.16 -3.98 -2.47  0.41
H -1.87 -1.86 -2.40  0.41
H 3.07 2.35 0.45  0.43
H 5.26 1.59 1.14  0.44
H -2.65 -3.05 5.29  0.41
H 5.72 1.50 -4.40  0.36
H -3.79 5.44 0.90  0.43
H -3.38 2.01 -1.61  0.40
H 5.84 -0.82 1.09  0.40
H 0.89 4.97 -0.27  0.42
H -4.85 3.69 -0.52  0.41
H -2.31 -6.00 -1.38  0.40
H 4.02 1.38 -4.94  0.30
H -1.31 5.60 0.96  0.41

- LUMO energy (eV) = -0.677
- gap between HOMO and LUMO (eV) = 7.2
- total charge = 0



Entry 4:
C28H21Br4IN6NaO4P as an isolated structure at a distorted geometry, computed with ωB97M-V/def2-TZVPD.

Each line ends with the Mulliken charge.
Geometry (Å):
I -1.03 -3.30 8.37  -0.02
Br -5.47 -1.66 -2.16  -0.23
Br -4.60 4.18 0.68  -0.21
Br -8.06 0.45 -1.97  -0.25
Br -7.63 3.39 -0.51  -0.25
P 1.47 0.06 -0.38  2.20
Na -1.60 0.17 0.51  0.99
O -3.05 -0.53 -0.75  -0.70
O -2.72 1.85 0.45  -1.08
O -1.40 -2.27 1.41  -0.78
O -0.22 -0.46 1.95  -0.81
N -0.64 3.02 -3.28  1.49
N -0.29 1.98 -1.51  0.66
N -0.49 -2.07 -1.35  -0.36
N -1.35 1.93 -3.45  -1.01
N -0.62 4.03 -4.22  -0.73
N 0.00 3.09 -2.14  -1.23
C 2.73 -1.65 1.45  -0.30
C 3.59 2.61 -2.89  -0.76
C 3.06 1.98 -1.77  -0.29
C 2.16 0.27 -3.17  0.18
C 3.40 2.08 -4.15  -0.58
C -0.12 -1.24 4.64  -0.19
C 0.57 -1.55 -1.43  -0.47
C 2.76 -1.16 0.14  0.28
C 2.33 0.79 -1.87  -0.03
C 3.59 -2.66 1.86  -0.76
C -4.93 2.47 -0.10  -0.11
C -4.04 0.29 -0.73  0.10
C -0.93 -2.72 6.33  0.07
C -1.64 -3.45 5.39  -0.53
C -5.29 0.03 -1.29  -0.24
C 1.93 1.37 0.88  -1.74
C -3.85 1.59 -0.08  0.56
C -0.16 -1.63 5.98  -0.67
C -0.82 -1.53 2.21  0.70
C -0.84 -1.95 3.68  0.00
C -1.59 -3.05 4.07  -0.33
C 4.55 -2.71 -0.33  -0.70
C -6.19 2.16 -0.65  0.08
C 2.68 0.91 -4.28  -0.78
C -6.37 0.93 -1.25  0.17
C -1.12 1.29 -2.31  -0.37
C 4.50 -3.20 0.97  -0.43
C 3.69 -1.71 -0.74  -0.24
H 0.24 4.55 -4.11  0.28
H 3.53 -3.03 2.88  0.41
H 0.40 -1.08 6.73  0.37
H 5.17 -3.99 1.28  0.35
H 2.51 0.47 -5.26  0.39
H 4.16 3.52 -2.76  0.37
H 3.75 -1.35 -1.76  0.32
H 3.22 2.43 -0.81  0.28
H -1.36 -2.01 -0.80  0.27
H -2.13 -3.59 3.30  0.46
H 1.99 -1.25 2.13  0.22
H 1.42 2.30 0.61  0.39
H -2.24 -4.30 5.69  0.37
H 3.00 1.52 1.00  0.45
H 3.80 2.58 -5.03  0.37
H 1.59 -0.64 -3.29  0.39
H -0.70 3.61 -5.13  0.28
H 5.27 -3.13 -1.03  0.38
H 0.46 -0.39 4.33  0.43
H 1.51 1.03 1.83  0.25
H -1.55 0.33 -2.05  0.69

- LUMO energy (eV) = 3.154
- gap between HOMO and LUMO (eV) = 4.2
- total charge = -2



Entry 5:
C28H21Co2N2O7 as an isolated structure at a distorted geometry, computed with ωB97M-V/def2-TZVPD.

Each line ends with the Mulliken charge.
Geometry (Å):
Co 3.13 -2.84 2.90  0.04
Co 3.01 -0.68 1.73  0.97
O 1.59 4.12 -0.94  -0.66
O 3.26 -3.90 5.60  -0.46
O 2.52 -2.52 -0.47  -0.44
O 4.05 1.86 2.69  -0.43
O 5.54 -0.77 0.38  -0.42
O 6.02 -2.95 2.44  -0.44
O 2.43 -5.16 1.28  -0.44
N -0.35 1.25 -3.24  0.09
N 2.95 2.44 -0.10  -0.22
C 2.70 -4.22 1.92  0.27
C -0.49 -0.02 -2.81  -0.75
C -3.86 3.57 -2.54  -0.62
C -4.72 1.38 -3.19  -0.53
C 0.24 2.20 -2.48  -0.43
C -3.55 1.14 -3.90  -0.40
C -1.16 1.70 -4.39  -1.74
C -2.13 -3.19 2.38  -0.60
C 4.87 -2.81 2.56  0.30
C 0.91 1.89 -1.31  0.13
C -3.36 -2.65 2.76  -0.48
C 3.20 -3.49 4.51  0.16
C 2.00 -1.22 3.14  0.43
C 1.02 0.51 -1.08  1.06
C 0.07 -0.36 -1.59  -0.09
C 1.83 2.94 -0.76  -0.07
C -2.39 -0.44 2.44  -0.54
C -1.03 -2.38 2.03  -0.20
C -4.87 2.59 -2.50  -0.40
C -3.48 -1.25 2.77  -0.45
C -1.16 -0.99 2.08  0.62
C 2.71 -1.92 0.50  -0.32
C -2.51 2.07 -3.87  1.00
C -2.69 3.31 -3.26  -0.16
C 4.55 -0.76 0.97  -0.28
C -0.01 -0.05 1.86  0.82
C 1.29 -0.56 2.21  -0.24
C 3.62 0.86 2.26  -0.95
H -3.41 0.21 -4.46  0.32
H -1.99 -4.27 2.42  0.40
H 3.59 3.18 0.21  0.24
H -5.50 0.61 -3.14  0.36
H -0.05 -2.83 1.83  0.30
H -5.75 2.75 -1.89  0.36
H 0.30 3.18 -2.93  0.47
H -0.17 1.00 2.22  0.25
H 2.00 -0.94 4.19  0.57
H -2.48 0.66 2.52  0.32
H -1.06 -0.71 -3.45  0.31
H -1.90 4.06 -3.32  0.28
H -4.21 -3.29 3.03  0.33
H -4.43 -0.80 3.07  0.34
H -0.65 2.55 -4.83  0.46
H -3.97 4.50 -1.99  0.37
H 0.05 0.17 0.83  -0.42
H -0.12 -1.39 -1.25  0.43
H -1.22 0.87 -5.09  0.52
H 3.43 1.61 -0.50  0.24
H 1.79 0.17 -0.43  -0.59

- LUMO energy (eV) = 1.486
- gap between HOMO and LUMO (eV) = 2.9
- total charge = -1



Entry 6:
C28H21F6N4O6PbS4 as an isolated structure, computed with ωB97M-V/def2-TZVPD.

Each line ends with the Mulliken charge.
Geometry (Å):
Pb 0.22 -0.08 -0.14  1.26
S 0.24 -1.27 3.48  0.93
S 1.89 0.96 3.46  0.91
S 2.80 -0.75 0.24  -0.44
S -3.18 0.09 0.61  1.61
F 1.69 -3.28 2.62  -0.20
F 1.65 3.04 5.03  -0.22
F 1.34 -3.29 4.76  -0.22
F 1.27 1.15 6.03  -0.24
F -0.21 2.00 4.69  -0.19
F -0.27 -3.80 3.40  -0.23
O 1.21 1.47 2.31  -0.68
O -0.70 -1.09 4.54  -0.66
O -0.28 -1.20 2.12  -0.16
O -3.93 -0.39 1.73  -0.76
O -2.38 1.29 0.77  -0.81
O 3.28 1.24 3.63  -0.63
N -0.15 -2.61 -0.76  0.80
N 1.40 -0.28 -2.52  -0.10
N -2.22 -0.98 -0.08  0.46
N 1.64 -0.58 3.73  -0.52
C 1.09 1.83 4.89  0.52
C 0.80 -3.02 3.58  0.53
C 4.49 -1.81 -3.91  -0.89
C -0.67 0.52 -3.45  -1.36
C 5.21 -1.95 -2.76  -0.63
C -6.43 0.03 -1.81  -0.82
C 3.20 -1.23 -3.83  1.13
C -6.86 0.87 -4.16  -1.43
C -5.61 -0.12 -0.70  -0.35
C 0.70 -0.09 -3.61  0.98
C -0.51 -5.35 -1.12  -0.76
C -5.99 0.75 -2.93  1.05
C -3.81 -4.35 0.21  -1.05
C -1.58 -4.58 -0.61  1.31
C -4.74 1.36 -2.88  -0.74
C 1.18 -0.46 -4.88  -0.74
C -3.65 -2.96 0.30  -0.86
C 2.65 -0.83 -2.59  -0.55
C -2.81 -5.16 -0.25  -0.92
C 4.68 -1.56 -1.52  -0.56
C 2.41 -1.03 -4.99  -0.84
C 0.82 -3.39 -1.19  0.13
C -1.37 -3.18 -0.49  -0.17
C -4.35 0.46 -0.69  -0.65
C 0.67 -4.76 -1.42  -1.16
C 3.40 -1.04 -1.38  0.65
C -2.46 -2.33 -0.06  -0.03
C -3.92 1.22 -1.77  -0.51
H 1.78 -2.93 -1.35  0.14
H -4.40 1.94 -3.73  0.37
H -6.25 0.77 -5.06  0.36
H -1.14 0.70 -4.42  0.43
H 5.26 -1.69 -0.61  0.47
H 0.57 -0.29 -5.76  0.37
H -7.35 1.84 -4.19  0.29
H -2.94 -6.23 -0.33  0.36
H -0.67 -6.42 -1.25  0.40
H 1.51 -5.33 -1.81  0.46
H -4.76 -4.78 0.51  0.38
H -4.45 -2.35 0.68  0.40
H -7.63 0.10 -4.17  0.35
H 4.87 -2.13 -4.87  0.35
H -2.95 1.70 -1.71  0.60
H -5.95 -0.67 0.17  0.50
H -1.32 -0.14 -2.87  0.25
H 2.80 -1.33 -5.95  0.39
H 6.21 -2.38 -2.80  0.36
H -7.41 -0.42 -1.82  0.33
H -0.60 1.47 -2.91  0.25

- LUMO energy (eV) = 1.919
- gap between HOMO and LUMO (eV) = 7.0
- total charge = -1